No. 1
Here is C22H15IrN4O3S as an isolated structure from OMol25. Energies are from ωB97M-V/def2-TZVPD.

Summary:
HOMO level (spin up / spin down) = -17.93 / -17.91 eV
Spin multiplicity = 6
Gap between HOMO and LUMO (spin up / spin down) = 8.0 / 4.4 eV
Net charge = +3

Geometry (Å):
Ir  -0.52380  0.00940  0.78107
C  -0.73719  -4.25673  -0.17672
C  0.59517  -4.60862  -0.33516
C  1.57611  -3.62310  -0.29548
C  1.20911  -2.31091  -0.08845
N  -0.09917  -1.98213  0.09139
C  -1.05098  -2.93114  0.03744
C  2.14795  -1.16388  -0.13738
C  3.49931  -1.20000  -0.44268
C  4.17340  0.00887  -0.57179
C  3.49789  1.21804  -0.45067
C  2.14705  1.18225  -0.14460
N  1.55049  0.00954  0.04684
C  1.20661  2.32854  -0.10071
C  1.57100  3.63970  -0.31720
C  0.58804  4.62326  -0.36116
C  -0.74356  4.27040  -0.19669
C  -1.05467  2.94608  0.02773
N  -0.10086  1.99844  0.08505
H  -1.52743  -4.99264  -0.22237
H  0.87249  -5.64121  -0.50248
H  2.61513  -3.88304  -0.43820
H  -2.07676  -2.60745  0.16612
H  4.02057  -2.13375  -0.59660
H  5.22971  0.00876  -0.80612
H  4.01809  2.15134  -0.61084
H  2.60920  3.90051  -0.46427
H  0.86318  5.65518  -0.53636
H  -1.53495  5.00488  -0.24522
H  -2.07918  2.62140  0.16203
O  1.89966  1.20772  4.14842
S  1.20079  -0.02630  4.12450
O  1.85319  -1.28605  4.13871
N  0.06318  -0.00118  2.90352
C  -1.20658  0.00789  3.33499
O  -2.11280  0.01686  2.48494
C  -1.33920  0.00638  4.81665
C  -2.45086  0.01989  5.59353
C  -2.24588  0.01752  7.02099
C  -0.94489  0.00163  7.60108
C  0.16849  -0.01261  6.80683
C  -0.04989  -0.00980  5.40954
H  -3.45100  0.03262  5.17845
H  -3.10666  0.02843  7.68027
H  -0.86032  0.00118  8.68037
H  1.16911  -0.02492  7.22096

=====

No. 2
Here is C13H11AsAuI2N2OS4 as an isolated structure in a non-equilibrium geometry from OMol25. Energies are from ωB97M-V/def2-TZVPD.

Summary:
HOMO level = -4.29 eV
Gap between HOMO and LUMO = 5.3 eV
Net charge = -1

Geometry (Å):
Au  0.26147  -0.53149  -2.27252
I  -3.10814  1.53341  4.42377
C  -2.50935  0.74021  2.56497
C  -2.77168  -0.58729  2.27340
C  -2.36584  -1.07416  1.04976
I  -2.68661  -3.09414  0.57176
C  -1.73521  -0.28881  0.05000
O  -1.46838  -0.83878  -1.09714
C  -1.45592  1.05606  0.41290
C  -0.74937  1.98721  -0.53915
N  0.58878  1.50972  -0.88393
C  1.45193  1.21876  0.23757
C  1.44570  -0.25130  0.60879
C  1.67001  -0.65696  1.91919
C  1.71029  -2.00768  2.21544
C  1.52700  -2.92974  1.19460
C  1.31358  -2.45556  -0.08409
N  1.28540  -1.15137  -0.36235
C  -1.85225  1.54351  1.65043
H  -3.28193  -1.22982  2.97689
H  -1.31098  2.06936  -1.47392
H  -0.70904  2.98509  -0.08347
H  1.02714  2.15279  -1.54893
H  2.47916  1.47363  -0.03820
H  1.19068  1.80119  1.12975
H  1.80069  0.09147  2.68950
H  1.87865  -2.33892  3.23187
H  1.53153  -3.99306  1.38588
H  1.15688  -3.12415  -0.92047
H  -1.64143  2.57705  1.89629
S  1.47208  2.69654  -3.79015
As  1.08970  0.81023  -4.71046
S  2.19272  -0.75168  -3.64002
S  -0.94301  0.13448  -4.26948
S  1.51576  0.92420  -6.76849

=====

No. 3
Here is C12H14AgCl2N2 as an isolated structure in a non-equilibrium geometry from OMol25. Energies are from ωB97M-V/def2-TZVPD.

Summary:
HOMO level = -8.15 eV
Gap between HOMO and LUMO = 1.2 eV
Net charge = +1

Geometry (Å):
Ag  -6.77260  -3.97020  -3.29813
C  -14.92761  -6.60363  -12.71717
N  -14.06146  -7.25829  -11.80706
C  -13.62892  -8.53518  -12.09965
C  -12.91913  -9.23372  -11.14859
C  -12.69270  -8.72905  -9.90286
C  -13.07266  -7.38661  -9.69132
C  -13.84789  -6.66249  -10.65671
C  -11.80126  -9.39021  -8.97752
C  -11.70541  -10.78639  -8.79242
C  -10.86319  -11.40268  -7.87044
N  -10.17455  -10.71014  -6.94477
C  -10.24823  -9.35255  -7.07289
C  -11.06984  -8.66815  -8.00185
C  -9.50951  -11.36956  -5.77877
H  -14.97318  -7.02864  -13.71986
H  -14.60437  -5.60352  -13.00592
H  -15.90706  -6.57002  -12.24005
H  -13.90738  -8.80937  -13.10647
H  -12.49388  -10.14867  -11.53385
H  -12.94619  -6.80035  -8.79314
H  -14.25970  -5.68608  -10.44827
H  -12.34800  -11.33999  -9.46102
H  -10.76491  -12.46088  -7.67819
H  -9.72354  -8.77458  -6.32653
H  -11.16216  -7.60017  -7.87033
H  -8.47915  -11.54065  -6.09052
H  -10.08278  -12.22152  -5.41324
H  -9.39989  -10.65666  -4.96155
Cl  -3.78509  -0.17142  -3.51023
Cl  -9.11181  -6.57979  0.35157

=====

No. 4
Here is C2H2GdLiO2 as an isolated structure in a non-equilibrium geometry from OMol25. Energies are from ωB97M-V/def2-TZVPD.

Summary:
HOMO level (spin up / spin down) = -16.74 / -18.85 eV
Spin multiplicity = 8
Gap between HOMO and LUMO (spin up / spin down) = 5.5 / 9.9 eV
Net charge = +2

Geometry (Å):
O  0.55731  -0.96922  -0.55046
C  -0.44835  -0.57361  0.30767
C  -0.40550  0.71111  0.73734
O  0.65458  1.47586  0.39695
Li  -0.00788  -0.92848  -2.33137
Gd  2.31116  0.24130  -0.01981
H  -1.37312  -1.15574  0.29583
H  -1.28820  1.19877  1.16384

=====

No. 5
Here is an isolated ion of composition C5H11N2O and charge +1 in a non-equilibrium geometry from OMol25. Energies are from ωB97M-V/def2-TZVPD.

Summary:
HOMO level = -13.50 eV
Gap between HOMO and LUMO = 8.9 eV
Net charge = +1

Geometry (Å):
C  -1.07292  0.65047  -0.08354
C  0.12441  -0.16061  -0.44879
C  2.50475  0.27584  0.50554
C  -2.44981  0.07058  -0.13965
C  0.22804  -1.31436  0.61650
N  -1.11644  1.78129  0.39636
N  1.32598  0.75720  -0.42583
O  3.62572  0.57492  -0.02618
H  0.21407  -0.61503  -1.47119
H  -0.51053  2.52230  0.54616
H  -2.57249  -0.66962  0.68439
H  -2.60979  -0.36944  -1.06966
H  -3.18341  0.80138  0.07128
H  -0.48422  -2.11856  0.32892
H  0.19646  -0.82964  1.67890
H  1.24105  -1.68757  0.60332
H  1.69363  1.06808  -1.30348
H  0.91701  1.57282  0.04627
H  4.38138  0.48374  0.60772

=====

No. 6
Here is C40H38Cl2N6O6STi as an isolated structure from OMol25. Energies are from ωB97M-V/def2-TZVPD.

Summary:
HOMO level (spin up / spin down) = 0.18 / -2.04 eV
Spin multiplicity = 3
Gap between HOMO and LUMO (spin up / spin down) = 3.9 / 6.1 eV
Net charge = -2

Geometry (Å):
Ti  0.06725  -0.68055  -0.86483
Cl  -0.55477  -2.74964  -7.47563
C  -0.34860  -1.75533  -6.05118
C  -0.25306  -2.38399  -4.81560
C  -0.10351  -1.61621  -3.66607
N  0.04027  -2.05542  -2.37239
C  0.45879  -3.34640  -2.09056
O  0.09904  -4.35747  -2.72122
C  1.43780  -3.34985  -1.03534
C  2.03099  -4.54477  -0.59443
C  3.10271  -4.51410  0.25191
C  3.59623  -3.23695  0.64315
C  2.93201  -2.11195  0.22283
N  1.83879  -2.10561  -0.56193
C  -0.02930  -0.20338  -3.74965
C  -0.12325  0.40322  -5.00177
C  -0.28644  -0.37342  -6.14013
Cl  -0.40810  0.43570  -7.68491
N  0.16483  0.43303  -2.54195
C  0.28765  1.87135  -2.62142
O  1.42186  2.37972  -2.44876
C  -0.86264  2.65702  -2.92340
C  -0.72645  4.07818  -2.99640
C  -1.80718  4.85595  -3.29584
C  -3.06080  4.24426  -3.52931
C  -3.10458  2.85517  -3.44445
N  -2.08449  2.06759  -3.15797
H  -0.29979  -3.46014  -4.73957
H  1.61512  -5.46873  -0.97487
H  3.57296  -5.42725  0.59648
H  4.47761  -3.12968  1.26278
H  3.31323  -1.15000  0.54024
H  -0.07084  1.47844  -5.09366
H  0.24902  4.50181  -2.80186
H  -1.70439  5.93558  -3.34348
H  -3.94916  4.81397  -3.76875
H  -4.05328  2.34468  -3.62189
C  2.88310  -0.77830  6.75219
C  1.67332  -0.58639  5.84443
N  1.99681  -0.56447  4.42254
C  1.77024  -1.79988  3.66850
C  2.52999  -2.99260  4.22945
C  2.47318  0.61313  3.93023
O  2.77852  1.53672  4.67984
C  2.58345  0.78790  2.44853
C  3.67904  1.44532  1.89839
C  3.73337  1.61390  0.52933
C  2.70889  1.10661  -0.26420
N  1.65334  0.49720  0.27102
C  1.57418  0.38159  1.59615
H  2.57270  -0.77667  7.79975
H  3.58911  0.03550  6.59800
H  3.38396  -1.72419  6.54417
H  1.18117  0.35503  6.09184
H  0.95179  -1.39239  5.99467
H  2.08529  -1.66080  2.64104
H  0.69822  -2.01630  3.64180
H  3.60304  -2.79087  4.24437
H  2.35623  -3.85183  3.58102
H  2.20934  -3.25466  5.23983
H  4.46003  1.81733  2.54971
H  4.56156  2.12466  0.05776
H  2.69293  1.21575  -1.34235
H  0.67051  -0.08107  1.96441
C  -1.99916  -1.00959  2.39992
C  -1.48236  -2.05214  1.42610
O  -2.05188  -3.12731  1.29938
O  -0.39337  -1.72121  0.79826
H  -2.90609  -1.36309  2.88607
H  -2.18356  -0.08515  1.85000
H  -1.24254  -0.78936  3.15891
C  -0.82865  1.10667  -0.04425
C  -1.31666  2.09238  0.47673
C  -1.95391  3.25373  1.01335
C  -1.83535  3.59367  2.36569
C  -2.46094  4.72309  2.87161
C  -3.21490  5.53959  2.03881
C  -3.33551  5.21277  0.69260
C  -2.71641  4.08417  0.18192
H  -1.23940  2.96035  3.01145
H  -2.35432  4.96885  3.92213
H  -3.70023  6.42460  2.43375
H  -3.91455  5.84406  0.02833
H  -2.80405  3.83546  -0.86801
C  -3.29838  -0.96407  -3.36344
S  -3.27666  -1.56093  -1.67580
C  -2.89455  -3.28709  -1.95057
O  -2.10381  -0.93305  -0.97592
H  -4.32752  -1.03073  -3.72048
H  -2.62411  -1.53213  -4.00007
H  -2.96532  0.08232  -3.30497
H  -3.79024  -3.74395  -2.37712
H  -2.67877  -3.70497  -0.96641
H  -2.03570  -3.41197  -2.60852

=====

Number 1: total energy -48802.6190 eV. Number 2: total energy -142763.7569 eV. Number 3: total energy -44680.4748 eV. Number 4: total energy -27223.7700 eV. Number 5: total energy -10380.2502 eV. Number 6: total energy -122321.0122 eV.